(1)
A single C9H10N2O molecule at a distorted geometry. Source: OMol25; level of theory: ωB97M-V/def2-TZVPD.

Values from the calculation:
⟨S²⟩: 2.02
E: -533.42533 hartree
orbital gap (spin up / spin down): 6.095 / 5.710 eV
multiplicity: 3
LUMO level (spin up / spin down): 0.92 / -2.62 eV

Cartesian coordinates (Å):
1 H 3.45269 -0.84757 -1.15244
2 H 0.70728 2.34650 1.23930
3 C -2.35453 0.99201 -1.31850
4 C 1.38898 -0.32364 -0.65792
5 C 2.70564 -0.09065 -0.91627
6 C 1.30554 1.64083 0.66012
7 H 4.41244 1.01966 -0.25958
8 H -0.64166 -0.63068 2.13141
9 H -0.34707 -1.76181 0.69042
10 H -1.15074 -0.60726 -1.84558
11 N 2.61172 1.87654 0.42728
12 C 0.63028 0.59903 0.03588
13 H -1.98340 -1.25957 1.41906
14 H 0.82504 -1.13835 -1.17445
15 C -0.87018 0.24270 0.19754
16 C -0.97292 -0.90614 1.14646
17 H -2.02097 1.21332 1.53476
18 H -3.04511 1.25232 -2.18269
19 C 3.31995 0.94920 -0.17458
20 N -1.55000 1.43534 0.74202
21 O -2.49957 1.83002 -0.26558
22 C -1.51847 -0.00631 -1.09720


(2)
A molecular structure, C15H32N2O5P2Tb at a distorted geometry. Source: OMol25; level of theory: ωB97M-V/def2-TZVPD.

Values from the calculation:
⟨S²⟩: 12.68
E: -2583.32328 hartree
orbital gap (spin up / spin down): 5.928 / 5.663 eV
multiplicity: 7
net charge: +1
LUMO level (spin up / spin down): -3.86 / -3.86 eV

Cartesian coordinates (Å):
1 H -2.54953 -0.68883 -4.60573
2 P -2.17882 0.54371 2.52626
3 H 4.21627 2.93596 -1.81473
4 C 3.43716 0.10467 -2.42755
5 H -2.21845 0.00454 4.85626
6 C -5.65756 -2.44558 2.00206
7 H -0.83171 -2.87270 2.61275
8 O 0.66027 -0.82279 -2.03002
9 H -0.88572 1.68057 -2.04519
10 C -2.26388 -2.73484 -0.87507
11 C 2.50709 0.62670 -1.37088
12 C 2.90581 1.75230 -0.50786
13 C -1.03037 -3.16364 1.56704
14 C -2.91118 2.09421 3.05255
15 N 1.98095 2.10145 0.39863
16 H -1.26985 -0.74485 -3.74235
17 H 4.32792 -0.44079 -2.04588
18 H 1.38924 -1.45973 -2.23838
19 H 1.04120 3.60562 1.10651
20 O 2.03725 3.40360 0.92845
21 H -3.89716 2.21486 2.57207
22 C -5.89070 -1.32990 2.79684
23 Tb -0.16645 0.87567 0.52255
24 H -1.74300 2.96913 -1.02720
25 H -2.55891 -3.76531 -0.62875
26 C -1.45731 -0.12185 4.08145
27 O -2.25467 -0.86631 -3.68148
28 H -1.37893 -2.73821 -1.52528
29 H 2.09300 -0.18587 2.50567
30 H 3.80432 0.97570 -2.99330
31 C 4.15843 2.55383 -0.78106
32 N 1.26617 0.14138 -1.16320
33 C -3.62941 -0.56844 2.34898
34 H -0.57000 0.46983 4.32506
35 H -4.30159 -3.51552 0.69911
36 H -3.00916 2.10974 4.15478
37 C -1.50283 1.76893 -1.12628
38 H -2.46904 1.27181 -1.07309
39 O 1.40088 -0.53062 1.93413
40 H 4.15350 3.41321 -0.10383
41 C -4.87522 -0.37015 2.96054
42 H 2.88815 -0.55319 -3.12357
43 H -1.71796 -4.02829 1.57168
44 H -1.19013 -1.17847 3.98383
45 H -6.86598 -1.16193 3.28300
46 H -0.09728 -3.46199 1.05306
47 H -2.25296 2.92252 2.72651
48 O -0.33963 2.80109 1.06909
49 P -1.80697 -1.79323 0.62072
50 C -3.43368 -1.65546 1.46339
51 C -4.44041 -2.62500 1.32078
52 H 5.08954 1.99498 -0.61161
53 H -6.45069 -3.20010 1.88778
54 H 1.51858 -1.46777 2.22425
55 H -5.06022 0.51939 3.55792
56 H -1.02543 3.49753 1.00997
57 H -3.07307 -2.21669 -1.40030


(3)
A molecular structure, C18H14AsF8I2N3OV at a distorted geometry. Source: OMol25; level of theory: ωB97M-V/def2-TZVPD.

Values from the calculation:
⟨S²⟩: 0.77
E: -5507.47010 hartree
orbital gap (spin up / spin down): 5.773 / 6.342 eV
multiplicity: 2
net charge: +2
LUMO level (spin up / spin down): -9.45 / -8.89 eV

Cartesian coordinates (Å):
1 H -0.50803 -3.04937 0.98956
2 C 4.71636 -0.82280 -0.00085
3 F -2.64115 0.23770 -1.64577
4 H 6.38192 -1.55825 1.93756
5 C -0.31759 -1.94073 -2.25388
6 F -1.22696 1.39825 0.02166
7 C -0.18918 1.79396 3.09989
8 C -0.55702 -3.17099 -2.87268
9 C -0.26407 -1.91995 -0.85199
10 C -0.50320 -3.04593 -0.09431
11 N 6.83372 -1.46123 1.04724
12 C -0.31199 0.95997 -4.68098
13 I -0.32489 -0.33746 2.96982
14 C 0.11855 1.62898 -2.44194
15 F -3.51174 2.26869 -0.60492
16 H -0.97780 -5.26167 -2.63889
17 As -3.11658 0.72723 -0.05718
18 F -2.25584 -0.76945 0.46198
19 C 2.82292 0.30106 -0.92872
20 C 2.49001 -1.28118 0.71983
21 H 4.83527 0.63848 -1.56882
22 V 0.00761 -0.09031 -0.08197
23 H 0.01887 3.00653 -4.06803
24 C 4.18168 0.10057 -0.89591
25 I 1.32880 2.51634 1.79112
26 C -0.38788 -0.35603 -4.24942
27 N 0.04325 0.35722 -2.02167
28 C -0.20316 -0.64490 -2.90463
29 C -0.75968 -4.24032 -0.75940
30 N 1.96837 -0.37582 -0.13055
31 H -0.60610 -1.14173 -4.95394
32 H -1.14391 2.20802 2.79856
33 C 3.84156 -1.52916 0.81851
34 H 4.18238 -2.28016 1.51749
35 C -0.78046 -4.32039 -2.14256
36 F -0.98404 -5.32562 -0.04353
37 H 0.29216 2.39472 -1.69447
38 H 1.80258 -1.82732 1.35127
39 C -0.04520 1.97186 -3.76469
40 C 6.21843 -1.05198 -0.07228
41 F -4.60869 -0.01728 -0.09764
42 F -3.10853 1.19806 1.58407
43 O 6.75292 -0.85284 -1.13919
44 H -0.46826 1.19609 -5.72494
45 F -0.57788 -3.23980 -4.19601
46 H 2.40821 1.02205 -1.61654
47 H 0.06981 2.05010 4.12042
48 H 7.83305 -1.59234 1.00968


(4)
2 unconnected molecules or ions with the total composition C6H11IN2. Source: OMol25; level of theory: ωB97M-V/def2-TZVPD.

Values from the calculation:
E: -642.40866 hartree
orbital gap: 6.176 eV
multiplicity: 1
LUMO level: -0.25 eV

Cartesian coordinates (Å):
1 C 2.22082 1.49279 -0.65785
2 C -1.74755 -2.32774 -0.66819
3 H 0.34655 2.60341 0.77487
4 C -1.20152 -1.82416 0.64559
5 N -0.47384 -0.54569 0.52418
6 H 1.19317 -1.24697 -0.60179
7 H 1.92300 2.47597 -1.02897
8 H -2.49616 -1.69028 -1.13578
9 H -0.48535 -2.53761 1.05716
10 H 2.51937 0.94781 -1.55499
11 N 1.06729 0.83129 -0.04498
12 H -1.72702 0.80690 1.59943
13 H -2.26303 -3.27372 -0.48917
14 C 0.15793 1.54363 0.69844
15 C -0.79815 0.66421 1.07728
16 H -0.93131 -2.52507 -1.36169
17 H -1.93420 -1.66969 1.43585
18 H 3.04153 1.55545 0.04785
19 C 0.67287 -0.42339 -0.14719
20 I 0.91559 5.14289 -0.17005